22
Properties=species:S:1:pos:R:3 method="wB97M-V/def2-TZVPD" homo_lumo_gap_ev=10.64 e_tot_ha=-499.598333 smiles="CC(=O)C1([C@@H](O)CO)CC1" de_lowest_kj_mol=126.5 fmax_ev_per_a=2.67 multiplicity=1 homo_energy_ev=-9.9
C -3.414 -1.008 0.190
C -2.002 -0.487 0.211
O -1.784 0.700 0.020
C -0.851 -1.436 0.350
C -1.049 -2.890 -0.039
C -1.018 -2.527 1.401
C 0.498 -0.756 0.161
C 1.733 -1.645 0.146
O 2.884 -0.857 0.085
H -4.101 -0.201 0.465
H -3.560 -1.871 0.852
H -3.646 -1.341 -0.834
H -0.192 -3.413 -0.459
H -2.000 -3.170 -0.492
H -1.945 -2.546 1.974
H -0.128 -2.772 1.981
H 1.615 -2.054 1.208
H 1.709 -2.328 -0.713
H 0.467 -0.276 -0.834
O 0.792 0.342 1.120
H 2.628 0.050 0.470
H 0.117 1.014 0.966

23
Properties=species:S:1:pos:R:3 method="wB97M-V/def2-TZVPD" charge=+1 homo_lumo_gap_ev="2.47 / 5.46" e_tot_ha=-1443.207696 de_lowest_kj_mol=0.0 fmax_ev_per_a=5.16 multiplicity=5 homo_energy_ev="-8.3 / -11.4"
C -0.228 2.210 1.655
C -0.768 1.462 0.677
H 0.826 2.495 1.631
H -0.859 2.744 2.369
H -0.170 1.125 -0.172
H -1.851 1.357 0.579
H -0.352 0.388 2.074
O 6.605 -1.618 2.090
C 5.487 -1.469 1.530
O 5.382 -1.399 0.277
O 4.416 -1.409 2.316
C 3.141 -1.256 1.696
C 2.101 -1.268 2.804
C 0.715 -1.383 2.354
C -0.367 -0.688 2.893
V 7.310 -1.584 0.251
H 2.971 -2.078 0.989
H 3.108 -0.306 1.147
H 2.236 -0.462 3.537
H 2.191 -2.224 3.374
H 0.524 -2.039 1.496
H -1.352 -1.136 2.730
H -0.247 -0.278 3.900

20
Properties=species:S:1:pos:R:3 method="wB97M-V/def2-TZVPD" homo_lumo_gap_ev=8.54 e_tot_ha=-672.016510 de_lowest_kj_mol=263.6 fmax_ev_per_a=3.61 multiplicity=1 homo_energy_ev=-8.5
C -1.128 -0.846 1.427
C -1.733 -0.241 0.112
C -0.952 0.297 -0.899
C 0.556 0.784 -0.715
C 0.338 1.931 0.285
C 1.575 -0.219 -0.388
C 1.160 -1.520 -0.957
H -1.184 -1.950 1.322
H -1.763 -0.658 2.406
H -0.137 -0.526 1.699
H -2.835 -0.180 0.130
H -1.430 0.694 -1.804
H 0.682 1.188 -1.698
H -0.095 1.569 1.229
H 1.326 2.510 0.588
H -0.334 2.569 -0.195
H 0.809 -1.428 -1.909
H 2.042 -2.188 -0.935
H 0.261 -1.786 -0.303
S 2.844 0.001 0.608

21
Properties=species:S:1:pos:R:3 method="wB97M-V/def2-TZVPD" homo_lumo_gap_ev=7.34 e_tot_ha=-852.756097 de_lowest_kj_mol=231.1 fmax_ev_per_a=4.26 multiplicity=1 homo_energy_ev=-7.9
C -4.133 -0.461 1.218
C -3.175 -1.395 0.724
C -4.064 0.805 0.760
C -2.157 -0.967 -0.058
C -3.026 1.270 -0.031
C -1.947 0.458 -0.346
C 2.481 0.897 1.511
Si -0.634 1.007 -1.435
Si 3.026 -0.098 0.066
H -5.006 -0.781 1.938
H -3.097 -2.415 1.087
H -4.840 1.641 1.046
H -1.599 -1.720 -0.653
H -2.863 2.373 -0.272
H 1.456 1.312 1.223
H 2.367 0.346 2.391
H 3.125 1.708 1.678
H -1.103 0.336 -2.632
H 1.836 -0.066 -0.842
H 3.006 -1.568 0.231
H 4.310 0.037 -0.736

34
Properties=species:S:1:pos:R:3 method="wB97M-V/def2-TZVPD" homo_lumo_gap_ev="6.95 / 6.95" e_tot_ha=-8195.709502 de_lowest_kj_mol=48.8 fmax_ev_per_a=3.53 multiplicity=1 homo_energy_ev="-8.8 / -8.8"
V 0.635 -0.038 0.016
S -0.573 -4.241 -1.417
As 0.979 -2.891 -1.805
S 1.300 -1.738 0.906
S 0.525 -0.821 -2.234
S 2.878 -3.422 -2.045
C -4.374 -2.217 0.056
C -3.853 -0.870 -0.322
N -4.608 0.095 -0.674
N -3.770 1.089 -1.040
C -2.494 0.897 -0.861
S -1.146 1.823 -0.822
N -2.491 -0.477 -0.563
N -1.407 -1.096 0.052
H -5.461 -2.182 0.077
H -4.055 -2.518 1.016
H -4.135 -3.070 -0.568
H -4.190 1.943 -1.237
H -1.513 -1.046 1.085
H -1.476 -2.095 -0.265
Se -0.207 1.103 1.961
C 0.933 0.384 3.257
N 1.642 0.070 4.095
C 3.580 1.566 1.328
C 3.303 1.408 -0.116
C 3.443 2.703 -0.867
O 1.819 1.129 -0.296
H 4.621 1.849 1.615
H 3.303 0.663 1.905
H 2.871 2.374 1.596
H 3.660 0.579 -0.676
H 2.653 3.298 -0.346
H 3.201 2.502 -1.911
H 4.406 3.246 -0.900

26
Properties=species:S:1:pos:R:3 method="wB97M-V/def2-TZVPD" homo_lumo_gap_ev=10.07 e_tot_ha=-6878.319972 smiles=ClC(Cl)Cl.C1CCOC1.BrCCBr fmax_ev_per_a=1.63 multiplicity=1 homo_energy_ev=-9.6
C 1.298 7.257 6.785
Cl 1.355 6.621 8.452
Cl 0.956 5.956 5.670
Cl 2.767 8.176 6.249
H 0.504 8.003 6.814
C -0.423 -4.326 -3.463
C -1.682 -5.139 -3.419
C -2.361 -4.638 -2.187
O -1.297 -4.273 -1.285
C -0.190 -3.830 -2.019
H -0.454 -3.468 -4.135
H 0.373 -4.967 -3.844
H -1.465 -6.200 -3.296
H -2.211 -5.087 -4.370
H -3.024 -5.367 -1.721
H -2.981 -3.757 -2.351
H 0.682 -4.263 -1.529
H -0.157 -2.741 -2.056
Br 0.058 4.872 0.302
C 1.066 3.253 0.740
C 0.934 2.152 -0.267
Br 2.447 0.881 -0.298
H 0.737 3.026 1.755
H 2.103 3.584 0.791
H 0.985 2.610 -1.255
H -0.019 1.664 -0.064

35
Properties=species:S:1:pos:R:3 method="wB97M-V/def2-TZVPD" homo_lumo_gap_ev=9.99 e_tot_ha=-6944.695012 smiles=CC[C@@H](Cl)[SiH2]S.ClC(Cl)Cl.ClC(Cl)Cl.ClC(Cl)Cl.ClC(Cl)Cl fmax_ev_per_a=0.43 multiplicity=1 homo_energy_ev=-9.7
C -0.501 1.788 1.994
C -1.123 0.826 0.990
C -0.398 -0.521 0.816
Cl 0.489 -0.594 -0.744
Si 0.871 -1.014 2.120
S 1.404 -3.053 1.780
H 0.556 1.952 1.775
H -0.998 2.757 1.963
H -0.586 1.414 3.016
H -2.154 0.608 1.275
H -1.167 1.317 0.015
H -1.114 -1.339 0.746
H 0.315 -0.879 3.478
H 2.070 -0.185 1.939
H 0.935 -3.467 2.948
C -3.844 -0.891 -0.603
Cl -4.555 -1.357 -2.134
Cl -4.741 0.429 0.152
Cl -3.689 -2.261 0.498
H -2.846 -0.523 -0.814
C 3.990 0.955 4.314
Cl 2.360 1.156 4.960
Cl 4.338 -0.745 4.016
Cl 4.210 1.915 2.853
H 4.686 1.317 5.057
C 2.501 -1.684 -3.851
Cl 4.212 -1.276 -3.960
Cl 1.539 -0.686 -4.939
Cl 2.238 -3.397 -4.165
H 2.177 -1.482 -2.839
C -2.242 1.841 -4.588
Cl -3.090 1.855 -3.044
Cl -0.823 2.884 -4.541
Cl -1.811 0.198 -5.054
H -2.917 2.235 -5.336

24
Properties=species:S:1:pos:R:3 method="wB97M-V/def2-TZVPD" charge=+1 homo_lumo_gap_ev=10.00 e_tot_ha=-1304.129003 de_lowest_kj_mol=0.0 fmax_ev_per_a=4.20 multiplicity=1 homo_energy_ev=-13.4
C -1.412 -0.591 -0.471
C -2.161 0.512 -0.271
C 0.143 -0.285 -0.801
C -3.629 0.555 0.095
C 1.551 -0.362 2.501
C 1.709 0.411 -2.588
C 0.792 -1.202 1.347
N 1.052 -0.692 0.038
N 0.407 0.125 -2.012
Cl -1.940 -2.282 -0.379
Cl -1.543 2.158 -0.285
H -3.855 0.640 1.183
H -4.286 -0.347 -0.031
H -4.144 1.370 -0.329
H 1.403 0.672 2.345
H 1.161 -0.600 3.427
H 2.557 -0.801 2.687
H 2.241 -0.429 -2.912
H 2.312 0.882 -1.923
H 1.473 0.914 -3.535
H 1.113 -2.255 1.521
H -0.213 -1.243 1.606
H 1.978 -0.376 -0.100
H -0.286 0.027 -2.765

37
Properties=species:S:1:pos:R:3 method="wB97M-V/def2-TZVPD" charge=+1 homo_lumo_gap_ev=6.19 e_tot_ha=-2948.761387 de_lowest_kj_mol=0.0 fmax_ev_per_a=1.89 multiplicity=1 homo_energy_ev=-12.3
O 3.515 -2.783 -0.512
S 4.838 -2.284 -0.671
O 5.618 -2.528 -1.832
S 5.975 -3.244 0.955
F 4.797 -3.881 1.795
P 6.842 -1.909 2.603
O 5.721 -0.778 2.684
Cl 8.218 -1.056 1.496
C 4.744 -0.405 -0.423
F 4.507 0.033 -1.619
F 5.882 0.056 0.028
F 3.768 -0.146 0.381
H 5.127 -0.960 3.437
C -1.805 1.257 -1.754
O -1.336 0.175 -2.567
C -0.388 -0.566 -2.015
O 0.102 -0.405 -0.923
O -0.049 -1.529 -2.875
C 0.951 -2.415 -2.380
H -2.570 1.768 -2.329
H -2.241 0.883 -0.831
H -0.996 1.951 -1.535
H 0.600 -2.937 -1.491
H 1.858 -1.862 -2.149
H 1.151 -3.131 -3.171
C -3.275 1.718 2.076
O -4.089 2.363 1.095
C -5.402 2.227 1.304
O -5.907 1.627 2.215
O -6.045 2.868 0.331
C -7.473 2.808 0.428
H -2.243 1.899 1.787
H -3.454 2.132 3.066
H -3.462 0.645 2.086
H -7.813 3.265 1.354
H -7.817 1.777 0.377
H -7.851 3.367 -0.421

28
Properties=species:S:1:pos:R:3 method="wB97M-V/def2-TZVPD" charge=+2 homo_lumo_gap_ev=4.07 e_tot_ha=-2320.258098 fmax_ev_per_a=1.11 multiplicity=1 homo_energy_ev=-16.2
O -0.947 -3.905 -1.261
S -1.543 -2.652 -1.032
O -2.821 -2.258 -1.496
O -1.394 -2.219 0.488
C -0.609 -1.018 0.696
C 0.750 -1.480 1.274
C 2.022 -0.956 0.629
F 3.110 -1.469 1.291
C -0.726 -0.406 -0.727
C 0.077 0.790 -1.217
C -0.235 2.179 -0.666
C 0.010 2.421 0.843
S -1.552 2.788 1.685
O -0.483 -1.500 -1.574
H -1.172 -0.430 1.420
H 0.791 -1.213 2.332
H 0.773 -2.569 1.230
H 2.100 0.139 0.706
H 2.096 -1.269 -0.424
H -1.770 -0.070 -0.836
H 1.173 0.573 -1.074
H -0.158 0.821 -2.312
H -1.255 2.449 -0.955
H 0.391 2.938 -1.228
H 0.657 3.287 0.987
H 0.502 1.571 1.314
H -1.642 1.647 2.376
Ti 1.856 1.810 -2.470

21
Properties=species:S:1:pos:R:3 method="wB97M-V/def2-TZVPD" homo_lumo_gap_ev=10.50 e_tot_ha=-329.117180 smiles="CC[C@]1(C(C)C)C=N1" de_lowest_kj_mol=405.1 fmax_ev_per_a=5.55 multiplicity=1 homo_energy_ev=-9.4
C -1.935 0.047 -0.206
C -0.506 -0.119 -0.096
C -0.787 -2.871 0.177
C 1.681 0.925 -0.619
C -0.151 2.559 -0.151
C 0.120 -1.664 0.579
C 0.364 1.112 0.179
N -1.382 -0.087 -1.327
H -2.826 0.109 0.235
H -1.833 -2.920 0.487
H -0.445 -3.868 0.442
H -0.984 -3.108 -0.937
H 1.462 0.836 -1.757
H 2.254 0.152 -0.339
H 2.211 1.780 -0.604
H -0.418 2.577 -1.121
H 0.601 3.352 0.119
H -0.957 2.716 0.572
H 1.054 -1.627 0.107
H -0.019 -1.290 1.626
H 0.688 0.931 1.176